[1]
DFT (ωB97M-V/def2-TZVPD) results for C25H68AsF6N4O7 as an isolated structure.

Geometry as XYZ:
```
111
C25H68AsF6N4O7 | the Open Molecules 2025 dataset | ωB97M-V/def2-TZVPD
As -0.5353 -0.1331 0.6119
F -0.5077 1.5474 1.1772
F -2.1951 0.1271 -0.1678
F -0.6231 -1.7926 -0.0016
F 1.0583 -0.3424 1.3392
F -1.3673 -0.5865 2.0684
F 0.1967 0.4077 -0.9081
C -5.2802 -6.6900 1.0642
C -3.7692 -6.8466 1.2322
C -2.8438 -6.3925 0.0834
O -3.2260 -7.3388 -0.9192
C -3.4432 -6.8254 -2.2034
N -3.3388 -6.2203 2.4524
H -5.8833 -7.0075 1.9148
H -5.6309 -7.1758 0.1536
H -5.4342 -5.6193 0.9299
H -3.4690 -7.8658 1.4757
H -1.7744 -6.3610 0.2918
H -3.1814 -5.3681 -0.0737
H -3.0374 -7.5996 -2.8546
H -2.7870 -5.9701 -2.3643
H -4.4963 -6.7767 -2.4805
H -3.4229 -5.2175 2.3665
H -2.3572 -6.4487 2.5191
C -1.6912 7.1790 4.4768
C -0.9705 5.9291 4.8562
C -2.1092 4.9580 5.3495
O -1.5688 3.6992 5.7767
C -2.4799 2.8848 6.5803
N -0.2412 5.4999 3.6982
H -1.0963 8.0681 4.6858
H -2.6156 7.3870 5.0156
H -2.2188 7.1085 3.5256
H -0.3386 6.2929 5.6664
H -2.7905 4.7035 4.5377
H -2.6431 5.3858 6.1980
H -2.4802 3.1433 7.6392
H -2.0243 1.8945 6.5857
H -3.3949 2.8149 5.9922
H -0.5733 6.0960 2.9536
H -0.3538 4.5477 3.3808
C 0.6589 2.5514 -6.8969
C -0.7086 3.1137 -6.3262
C -1.4912 4.0939 -7.2679
O -0.8170 5.2637 -7.6583
C -1.4155 5.9148 -8.8457
N -1.5607 1.9966 -5.8726
H 1.5079 3.2222 -7.0284
H 0.3872 2.3852 -7.9393
H 1.0167 1.6537 -6.3927
H -0.4547 3.6665 -5.4218
H -2.4625 4.4613 -6.9369
H -1.8691 3.4220 -8.0385
H -1.3173 5.1761 -9.6413
H -0.7402 6.7493 -9.0350
H -2.3714 6.3549 -8.5617
H -2.1722 2.5628 -5.3019
H -1.0389 1.3649 -5.2821
C 1.9808 -5.2299 7.2747
C 2.4651 -3.8568 6.8159
C 3.5725 -3.8362 5.8200
O 4.4538 -2.7271 5.9475
C 5.4194 -2.7325 4.8678
N 1.3822 -3.0716 6.4126
H 1.4701 -5.0376 8.2182
H 2.8179 -5.9230 7.3586
H 1.3013 -5.6027 6.5082
H 2.8302 -3.3929 7.7322
H 3.1025 -3.7913 4.8375
H 4.2611 -4.6809 5.8413
H 5.9620 -1.7904 4.9468
H 4.8523 -2.8501 3.9444
H 6.0630 -3.6115 4.8339
H 0.7913 -3.1702 7.2257
H 0.7909 -3.4607 5.6921
C -6.0324 4.0276 -1.2196
C -4.8930 4.8618 -1.7330
C -4.5233 6.0636 -0.8136
O -3.7412 4.0715 -1.8394
H -6.3507 3.4977 -2.1174
H -6.7728 4.7673 -0.9153
H -5.8038 3.3647 -0.3851
H -5.0652 5.2071 -2.7524
H -5.1648 6.9390 -0.9149
H -3.5187 6.4084 -1.0583
H -4.3685 5.6652 0.1891
H -3.8916 3.2346 -1.3939
C 3.8309 -5.3704 -2.6674
C 4.9618 -4.5331 -3.3320
C 5.7357 -5.1754 -4.5002
O 4.4602 -3.2652 -3.7541
H 4.2452 -6.3254 -2.3443
H 3.0355 -5.6527 -3.3571
H 3.3853 -4.9926 -1.7471
H 5.6678 -4.2197 -2.5629
H 4.9772 -5.4124 -5.2463
H 6.2932 -6.0522 -4.1710
H 6.3901 -4.4546 -4.9904
H 3.7882 -3.1247 -3.0831
C 5.7524 1.6899 -0.4892
C 5.2995 2.7030 -1.5906
C 4.8888 2.1144 -2.9157
O 4.2060 3.4133 -1.1045
H 6.0324 2.1303 0.4677
H 6.6080 1.0742 -0.7665
H 5.0068 0.9110 -0.3291
H 6.0870 3.4111 -1.8486
H 4.6081 2.9802 -3.5153
H 4.0505 1.4180 -2.9346
H 5.6153 1.5290 -3.4793
H 3.4703 2.8116 -1.2402
```

Output
DFT total energy   -124463.626 eV
E_HOMO   -7.0329 eV
Lowest unoccupied orbital energy   2.281 eV
Total charge   -1



[2]
DFT (ωB97M-V/def2-TZVPD) results for a 4-piece molecular cluster, C2H13NO4 overall.

Geometry as XYZ:
```
20
C2H13NO4 | the Open Molecules 2025 dataset | ωB97M-V/def2-TZVPD
N 0.1513 -1.5239 -0.5612
C 0.7195 -0.5382 -1.5053
C 1.9963 0.1098 -0.9981
O 1.8335 0.8339 0.2097
H 0.5414 -2.4459 -0.7200
H -0.8466 -1.5388 -0.6890
H 0.8958 -1.0020 -2.4803
H -0.0239 0.2455 -1.6558
H 2.7481 -0.6543 -0.7850
H 2.3795 0.7656 -1.7850
H 1.0151 1.3270 0.1733
O -1.0759 1.6492 0.9385
H -1.0969 2.4518 1.4546
H -0.8594 0.9183 1.5529
O -0.2406 -0.5274 2.0489
H 0.5311 -0.4341 2.5990
H 0.1219 -0.8513 1.1770
O -2.6813 -0.1901 -0.6087
H -3.4914 -0.3868 -0.1222
H -2.2461 0.5274 -0.0999
```

Output
SMILES   NCCO.O.O.O
Relative energy (zero: lowest compared OMol25 entry of this formula, charge and spin)   0.0 kcal per mole
DFT total energy   -11965.467 eV
E_HOMO   -9.7924 eV
Lowest unoccupied orbital energy   0.739 eV



[3]
DFT (ωB97M-V/def2-TZVPD) results for C63H59BN4O3P2S3Tl as an isolated structure.

Geometry as XYZ:
```
136
C63H59BN4O3P2S3Tl | the Open Molecules 2025 dataset | ωB97M-V/def2-TZVPD
Tl 0.3334 -0.2217 -1.2790
O -2.2041 -0.6836 0.5733
S -1.3646 0.0936 1.5700
C -2.4878 1.2958 2.2323
C -3.4839 0.9042 3.0935
C -4.3503 1.8204 3.7191
C -4.1620 3.1495 3.4733
C -4.8242 4.3736 4.0618
C -4.2648 5.5626 3.2378
C -3.2179 4.9464 2.3392
C -2.3810 5.5018 1.4206
C -1.5417 4.6440 0.6816
C -1.4968 3.2738 0.8402
P -0.3869 2.4253 -0.3682
C -1.0951 2.9452 -1.9745
C -2.4188 3.3639 -2.0964
C -2.9514 3.6500 -3.3453
C -2.1693 3.5188 -4.4837
C -0.8539 3.0913 -4.3728
C -0.3259 2.7902 -3.1270
C 1.1516 3.4145 -0.2452
C 2.0128 3.1101 0.8088
C 3.2161 3.7827 0.9543
C 3.5707 4.7756 0.0509
C 2.7152 5.0922 -0.9954
C 1.5095 4.4172 -1.1446
C -2.3416 2.6661 1.8356
C -3.1934 3.5502 2.5285
C -1.1654 -0.9917 2.9725
C -1.0202 -0.4573 4.2292
C -0.9066 -1.2519 5.3861
C -0.9878 -2.6076 5.2430
C -0.9539 -3.7246 6.2615
C -1.1438 -5.0243 5.4323
C -1.1812 -4.5613 3.9940
C -1.2661 -5.2534 2.8254
C -1.1622 -4.5290 1.6167
C -1.0454 -3.1583 1.5467
P -0.5316 -2.5527 -0.1126
C 0.9310 -3.6130 -0.4618
C 0.8818 -4.8625 -1.0801
C 2.0510 -5.5507 -1.3672
C 3.2860 -4.9990 -1.0504
C 3.3482 -3.7561 -0.4387
C 2.1776 -3.0668 -0.1448
C -1.7996 -3.1698 -1.2525
C -1.4732 -3.4079 -2.5866
C -2.4559 -3.8034 -3.4837
C -3.7619 -3.9774 -3.0475
C -4.0961 -3.7185 -1.7247
C -3.1221 -3.2999 -0.8317
C -1.1072 -2.3982 2.7628
C -1.1004 -3.1541 3.9499
H -3.5892 -0.1495 3.3188
H -5.1261 1.4618 4.3837
H -4.5441 4.4635 5.1130
H -5.9118 4.3142 4.0266
H -3.8337 6.3328 3.8772
H -5.0427 6.0398 2.6403
H -2.3602 6.5677 1.2314
H -0.9066 5.0924 -0.0732
H -3.0382 3.4594 -1.2138
H -3.9800 3.9785 -3.4297
H -2.5909 3.7288 -5.4585
H -0.2425 2.9744 -5.2579
H 0.6964 2.4343 -3.0578
H 1.7383 2.3315 1.5105
H 3.8837 3.5279 1.7692
H 4.5096 5.3037 0.1589
H 2.9828 5.8718 -1.6969
H 0.8559 4.6764 -1.9672
H -1.0304 0.6204 4.3388
H -0.7980 -0.7816 6.3559
H -1.7345 -3.6014 7.0124
H 0.0009 -3.7253 6.7891
H -2.0720 -5.5326 5.6964
H -0.3318 -5.7330 5.5932
H -1.3577 -6.3321 2.8019
H -1.1510 -5.0927 0.6919
H -0.0702 -5.2953 -1.3596
H 1.9970 -6.5196 -1.8468
H 4.1953 -5.5391 -1.2826
H 4.3084 -3.3147 -0.1973
H 2.2322 -2.0978 0.3401
H -0.4554 -3.2884 -2.9284
H -2.2017 -3.9543 -4.5245
H -4.5224 -4.3119 -3.7424
H -5.1187 -3.8411 -1.3906
H -3.3838 -3.0600 0.1913
C -4.9089 0.6778 -1.0736
C -4.2909 0.2471 -2.3693
C -5.0439 -0.0180 -3.5048
C -4.3595 -0.4887 -4.6117
N -3.0419 -0.6760 -4.6219
C -2.4047 -0.3342 -3.4988
S -0.6613 -0.4829 -3.5699
N -2.9677 0.1090 -2.3747
H -5.9835 0.8242 -1.1693
H -4.4423 1.6000 -0.7238
H -4.7135 -0.0851 -0.3167
H -6.1149 0.1279 -3.5227
H -4.8801 -0.7365 -5.5310
C 5.0718 1.4648 -2.9808
C 4.6477 0.0219 -2.7631
C 5.8631 -0.8457 -2.5059
O 3.8143 0.0170 -1.5592
B 2.5365 -0.1587 -1.9469
O 2.3684 -0.4072 -3.2786
C 3.6915 -0.5328 -3.8888
C 3.6865 0.2657 -5.1764
C 3.8724 -2.0131 -4.1859
H 5.6741 1.7911 -2.1328
H 4.2052 2.1238 -3.0541
H 5.6689 1.5637 -3.8878
H 6.4898 -0.3846 -1.7416
H 6.4542 -0.9391 -3.4186
H 5.5786 -1.8409 -2.1665
H 3.4303 1.3093 -5.0000
H 2.9351 -0.1545 -5.8452
H 4.6610 0.2158 -5.6659
H 3.7784 -2.6104 -3.2764
H 4.8387 -2.2151 -4.6493
H 3.0834 -2.3229 -4.8714
C 4.8981 -0.8789 2.1164
N 4.3694 0.0370 3.1127
C 5.0757 0.6505 4.1407
C 4.2030 1.3994 4.8354
N 2.9694 1.2340 4.2217
C 3.0627 0.3863 3.1691
S 1.8310 -0.1426 2.1552
H 5.9758 -0.9486 2.2387
H 4.6580 -0.5161 1.1166
H 4.4483 -1.8637 2.2410
H 6.1297 0.4916 4.2848
H 4.3471 2.0217 5.6995
H 2.0990 1.6431 4.5117
```

Output
Relative energy (zero: lowest compared OMol25 entry of this formula, charge and spin)   47.5 kcal per mole
DFT total energy   -134843.740 eV
E_HOMO   -9.5796 eV
Lowest unoccupied orbital energy   -2.160 eV
Total charge   +1



[4]
DFT (ωB97M-V/def2-TZVPD) results for a 3-piece molecular cluster, C2H8OS overall.

Geometry as XYZ:
```
12
C2H8OS | the Open Molecules 2025 dataset | ωB97M-V/def2-TZVPD
C 2.3066 0.1068 1.2310
C 3.2636 0.7746 0.2809
S -2.9665 0.0041 -0.3844
H 1.8798 0.7839 1.9646
H 2.8147 -0.6909 1.7716
H 2.8525 1.6409 -0.2302
H 4.1602 1.0271 0.8557
H 3.5323 0.0309 -0.4710
H -3.9617 -0.6251 -1.0246
H -0.2184 -0.7178 -0.2247
H 1.3067 -0.3688 0.2437
O 0.7029 -0.6914 -0.5172
```

Output
Relative energy (zero: lowest compared OMol25 entry of this formula, charge and spin)   147.7 kcal per mole
DFT total energy   -15080.073 eV
E_HOMO   -7.5546 eV
Lowest unoccupied orbital energy   -4.395 eV